1.
ORCA calculation (ωB97M-V/def2-TZVPD) on a 2-piece molecular cluster, C5H9OP overall.

Each line ends with the Löwdin spin population.
Element x y z (Å)
C 0.8204 3.0979 0.2691  0.111
C -0.0420 2.1097 0.4668  -0.011
C 0.0611 0.7311 0.3257  0.018
C 0.2708 -1.6704 -1.0351  0.005
C 0.5400 -1.5576 0.4320  0.066
O 0.6987 -0.1991 0.9182  0.004
P -2.5740 -1.2738 0.9783  1.623
H 0.2990 4.0110 0.2526  0.007
H 1.8659 3.0607 0.0204  0.007
H -1.1267 2.3046 0.3138  -0.007
H 1.0124 -1.1476 -1.5781  0.001
H 0.1670 -2.6220 -1.5393  0.000
H -0.5469 -1.0336 -1.1796  0.000
H 1.4210 -2.1536 0.8049  0.002
H -0.3532 -2.0412 0.9369  0.049
H -2.5134 -1.6162 -0.3866  0.124

## Properties
Relative energy (zero: lowest compared OMol25 entry of this formula, charge and spin): 339.7 kJ/mol
Kohn-Sham gap (spin up / spin down): 7.96 / 6.35 eV
Multiplicity: 3
Largest force on an atom: 3.16 eV/Å


2.
ORCA calculation (ωB97M-V/def2-TZVPD) on one molecule with the formula C5H9P.

Each line ends with the Löwdin charge.
Element x y z (Å)
C 2.0035 0.9692 -0.1066  -0.144
C 0.6182 0.9191 -0.5248  -0.507
P -0.4989 1.0694 -1.7425  0.953
C -0.8050 -0.1097 -0.2565  -0.692
C -1.6034 0.2251 0.8575  -0.155
C -0.4980 -1.5752 -0.3839  -0.133
H 2.1685 1.9029 0.4519  0.082
H 2.6575 1.1245 -0.9850  0.083
H 2.3264 0.1193 0.4347  0.058
H -2.4747 0.8755 0.5457  0.100
H -0.9632 0.8320 1.5135  0.090
H -1.9073 -0.5519 1.4093  0.029
H -1.3689 -2.1879 -0.2863  0.057
H 0.2202 -1.9686 0.4181  0.095
H 0.1252 -1.6437 -1.3451  0.084

## Properties
Structure (SMILES): CC1=PC1(C)C
Relative energy (zero: lowest compared OMol25 entry of this formula, charge and spin): 202.2 kJ/mol
Kohn-Sham gap: 8.46 eV
Multiplicity: 1
Largest force on an atom: 5.81 eV/Å


3.
ORCA calculation (ωB97M-V/def2-TZVPD) on an isolated ion of composition C5HN2O2 and charge -1.

Each line ends with the Löwdin charge.
Element x y z (Å)
C 1.6119 0.1582 -0.1140  -0.359
C 0.3743 -0.3083 0.0679  -0.226
C 2.6546 -0.8918 0.6547  -0.041
C -0.9888 -0.2300 0.3503  -0.042
C -2.3012 0.5254 0.0153  -0.641
N 2.7634 -0.6251 -0.5685  -0.018
N -0.4982 -1.4199 0.0108  0.244
O -2.1018 0.6496 -1.2434  -0.030
O -3.1841 0.8327 0.8277  -0.020
H 1.6700 1.3092 -0.0008  0.133

## Properties
Relative energy (zero: lowest compared OMol25 entry of this formula, charge and spin): 276.3 kJ/mol
Kohn-Sham gap: 9.37 eV
Multiplicity: 1
Net charge: -1
Largest force on an atom: 3.55 eV/Å